(1)
The following is a DFT calculation (ωB97M-V/def2-TZVPD) of a molecular structure, C11H10BrCaN3OSSbSe4.

The value obtained for the HOMO energy (spin up / spin down) is -0.4067 / -0.4067 Ha. For the HOMO-LUMO gap (spin up / spin down), the calculation gives 5.72 / 5.81 eV. The multiplicity is 1. As for the charge: +1.

Last column: Löwdin charge in e.
Positions of all 33 atoms, in Å:
Ca: 0.79 0.27 0.02  0.67
O: -1.89 -3.25 4.63  0.12
C: -1.32 -2.38 3.79  -0.29
C: -0.34 -1.47 4.16  0.03
C: 0.17 -0.64 3.20  -0.10
N: -0.25 -0.65 1.91  -0.13
C: -1.20 -1.53 1.60  -0.71
Br: -1.78 -1.50 -0.21  0.83
C: -1.77 -2.42 2.47  -0.02
H: -1.53 -3.17 5.52  0.13
H: 0.03 -1.42 5.18  0.13
H: 0.95 0.07 3.44  0.13
H: -2.54 -3.12 2.17  0.13
N: -3.21 5.18 -3.64  0.09
C: -3.09 5.15 -2.30  -0.82
S: -3.87 6.19 -1.30  0.73
C: -2.21 4.03 -1.78  -0.19
C: -1.79 2.98 -2.57  0.01
C: -0.99 1.99 -2.03  -0.12
N: -0.60 2.00 -0.75  -0.10
C: -1.01 3.02 0.01  -0.11
C: -1.81 4.04 -0.45  -0.02
H: -3.79 5.90 -4.04  0.11
H: -2.68 4.60 -4.26  0.09
H: -2.08 2.87 -3.61  0.11
H: -0.64 1.17 -2.65  0.10
H: -0.68 3.03 1.04  0.12
H: -2.12 4.85 0.20  0.09
Se: 4.60 1.25 -3.60  0.22
Sb: 3.79 0.16 -1.53  -0.27
Se: 5.45 -1.34 -0.44  0.20
Se: 3.11 1.78 0.17  -0.07
Se: 1.80 -1.16 -2.10  -0.08



(2)
The following is a DFT calculation (ωB97M-V/def2-TZVPD) of C11H10Cl2N2 in the gas phase.

The value obtained for the HOMO energy is -0.3031 Ha. Its energy above the lowest of the compared OMol25 structures with the same formula, charge and spin is 0.0 kcal/mol. For the HOMO-LUMO gap, the calculation gives 8.87 eV. The multiplicity is 1. The SMILES is NCc1cc(Cl)c(Cl)c(-c2ccc[nH]2)c1.

Last column: Löwdin charge in e.
Positions of all 25 atoms, in Å:
Cl: -2.09 3.00 2.28  0.66
Cl: -1.21 0.08 3.21  0.68
C: 1.03 -3.63 0.90  -0.09
C: 0.54 -2.46 0.15  -0.05
C: 1.15 -3.27 2.21  -0.10
C: 0.44 -1.45 1.02  -0.29
C: -0.97 2.40 -0.08  -0.05
C: 0.33 0.44 -0.57  0.01
C: -1.23 1.94 1.20  -0.66
C: -0.78 0.67 1.58  -0.54
C: -0.02 -0.09 0.69  -0.15
C: -0.17 1.65 -0.96  -0.21
N: 0.79 -1.91 2.27  0.03
N: -0.85 1.67 -3.31  0.01
C: 0.10 2.22 -2.34  -0.23
H: 1.21 -4.65 0.55  0.09
H: 0.33 -2.42 -0.92  0.11
H: 1.47 -3.91 3.04  0.11
H: -1.35 3.37 -0.36  0.11
H: 0.93 -0.13 -1.26  0.13
H: 0.78 -1.35 3.13  0.10
H: -0.91 0.68 -3.23  0.05
H: -0.60 1.90 -4.25  0.06
H: -0.01 3.31 -2.30  0.11
H: 1.09 1.94 -2.67  0.10



(3)
The following is a DFT calculation (ωB97M-V/def2-TZVPD) of 2 unconnected molecules or ions with the total composition C11H10Cl2N2O4.

The value obtained for the HOMO energy is -0.3535 Ha. For the HOMO-LUMO gap, the calculation gives 9.23 eV. The multiplicity is 1. The SMILES is O=NOCN1C(=O)c2ccccc2C1=O.ClCCCl.

Last column: Löwdin charge in e.
Positions of all 29 atoms, in Å:
O: -1.98 3.01 2.62  0.07
N: -2.84 2.23 2.49  -0.02
O: -3.44 2.50 1.26  -0.09
C: -4.39 1.45 0.93  -0.12
N: -3.91 0.64 -0.21  0.05
C: -3.52 -0.72 0.06  -0.35
O: -4.21 -1.65 0.33  0.14
C: -1.98 -0.76 -0.15  -0.05
C: -0.99 -1.78 0.14  0.00
C: 0.42 -1.49 -0.17  -0.08
C: 0.84 -0.19 -0.74  -0.06
C: -0.16 0.85 -1.05  0.02
C: -1.54 0.51 -0.75  -0.05
C: -2.86 1.30 -0.95  -0.36
O: -2.90 2.28 -1.63  0.14
H: -4.70 0.85 1.82  0.15
H: -5.31 2.00 0.58  0.14
H: -1.30 -2.76 0.57  0.11
H: 1.23 -2.27 0.03  0.04
H: 1.90 0.05 -0.97  0.04
H: 0.09 1.83 -1.49  0.12
Cl: 3.49 -2.10 -0.90  0.62
C: 5.21 -1.68 -0.68  -0.64
C: 5.39 -0.39 0.10  -0.66
Cl: 4.84 1.03 -0.82  0.55
H: 5.67 -1.61 -1.66  0.07
H: 5.68 -2.50 -0.14  0.07
H: 6.44 -0.24 0.33  0.07
H: 4.84 -0.42 1.04  0.07



(4)
The following is a DFT calculation (ωB97M-V/def2-TZVPD) of a molecular structure, C11H10ClF3MgO3S.

The value obtained for the HOMO energy is 0.0165 Ha. For the HOMO-LUMO gap, the calculation gives 4.34 eV. The multiplicity is 1. As for the charge: -2.

Last column: Löwdin charge in e.
Positions of all 30 atoms, in Å:
C: -2.69 -1.45 -0.59  -0.30
C: -1.94 -1.61 -1.78  -0.19
C: -1.53 -0.32 -2.23  -0.15
H: -1.71 -2.54 -2.29  0.08
C: -1.98 0.63 -1.29  -0.16
C: -2.61 -0.06 -0.20  -0.28
H: -3.16 0.42 0.62  0.08
H: -3.29 -2.22 -0.11  0.08
H: -0.97 -0.11 -3.15  0.08
H: -1.92 1.72 -1.42  0.08
Mg: -1.05 -1.09 1.14  0.40
Cl: -0.08 -3.05 0.67  -0.08
C: 2.67 -0.26 -0.27  -0.23
C: 2.34 0.99 -0.88  -0.23
C: 2.08 0.75 -2.27  -0.24
H: 2.30 1.95 -0.38  0.04
C: 2.23 -0.66 -2.50  -0.23
C: 2.62 -1.27 -1.27  -0.23
H: 2.80 -2.33 -1.11  0.04
H: 2.92 -0.41 0.76  0.05
H: 1.80 1.49 -3.01  0.03
H: 2.07 -1.17 -3.45  0.04
F: -0.63 2.03 4.71  0.09
C: -0.38 2.14 3.39  -0.60
F: -1.52 2.52 2.75  0.11
F: 0.55 3.11 3.21  0.12
S: 0.24 0.47 2.84  0.55
O: 1.44 0.31 3.59  -0.26
O: -0.91 -0.45 3.14  -0.37
O: 0.33 0.48 1.37  -0.32



(5)
The following is a DFT calculation (ωB97M-V/def2-TZVPD) of C11H10FN3 in the gas phase.

The value obtained for the HOMO energy is -0.2688 Ha. Its energy above the lowest of the compared OMol25 structures with the same formula, charge and spin is 0.0 kcal/mol. For the HOMO-LUMO gap, the calculation gives 7.71 eV. The multiplicity is 1.

Last column: Löwdin charge in e.
Positions of all 25 atoms, in Å:
C: 0.73 2.75 2.17  -0.08
C: 1.47 -1.07 -0.52  -0.04
C: 1.50 1.63 2.48  -0.07
C: 1.63 -0.63 -1.77  -0.06
C: -0.36 2.58 1.35  -0.11
C: 0.15 -0.92 0.18  -0.21
C: 1.21 0.43 1.89  -0.08
C: 0.47 -0.23 -2.53  -0.15
C: -0.62 1.36 0.67  -0.02
C: -0.93 -0.96 -0.88  -0.22
C: -2.11 -1.65 -0.74  -0.31
N: 0.23 0.36 0.96  -0.08
N: -0.73 -0.46 -2.14  0.09
N: -3.09 -1.75 -1.65  0.17
F: -2.38 -2.30 0.41  0.09
H: 0.97 3.72 2.60  0.10
H: 2.31 -1.46 0.05  0.10
H: 2.31 1.70 3.19  0.10
H: 2.59 -0.66 -2.27  0.10
H: -1.03 3.40 1.14  0.08
H: -0.01 -1.72 0.92  0.15
H: 1.74 -0.47 2.13  0.12
H: 0.60 0.16 -3.53  0.10
H: -2.90 -1.33 -2.55  0.10
H: -3.76 -2.49 -1.57  0.11



(6)
The following is a DFT calculation (ωB97M-V/def2-TZVPD) of C11H10FNO2 in the gas phase.

The value obtained for the HOMO energy is -0.3105 Ha. Its energy above the lowest of the compared OMol25 structures with the same formula, charge and spin is 21.3 kcal/mol. For the HOMO-LUMO gap, the calculation gives 7.31 eV. The multiplicity is 1. The SMILES is C/N=C(F)/C=c1/cccc/c1=C/C(=O)O.

Last column: Löwdin charge in e.
Positions of all 25 atoms, in Å:
C: -1.24 -3.07 -0.28  -0.07
C: -1.60 -2.54 -1.56  -0.07
C: -0.49 -2.34 0.57  -0.04
C: -1.06 -1.38 -1.98  -0.04
C: -0.10 -0.98 0.26  -0.17
C: -0.09 -0.66 -1.18  -0.15
C: 0.13 -0.18 1.34  0.04
C: 0.23 1.26 1.56  -0.35
C: 1.99 0.82 -1.33  -0.52
C: 0.83 0.08 -1.85  0.08
C: -0.52 3.48 1.71  -0.10
N: -0.65 2.11 1.35  0.08
O: 2.65 0.31 -0.28  0.11
O: 2.37 1.84 -1.85  0.12
F: 1.37 1.53 2.30  0.04
H: -1.59 -4.05 0.00  0.11
H: -2.28 -3.09 -2.18  0.11
H: -0.27 -2.71 1.57  0.11
H: -1.26 -1.01 -2.97  0.11
H: 0.22 -0.70 2.29  0.13
H: 0.69 0.24 -2.92  0.13
H: -1.37 3.75 2.33  0.08
H: 0.41 3.72 2.23  0.08
H: -0.58 4.06 0.78  0.09
H: 2.22 -0.48 0.09  0.10



Number 1: electronic energy -14160.38395 a.u.. Number 2: electronic energy -1455.06008 a.u.. Number 3: electronic energy -1755.89595 a.u.. Number 4: electronic energy -2009.03877 a.u.. Number 5: electronic energy -689.18724 a.u.. Number 6: electronic energy -730.20388 a.u..